(1)
43
Properties=species:S:1:pos:R:3 method="wB97M-V/def2-TZVPD" charge=+1 relative_energy_kcal_mol=0.0 gap_ev=8.052 lumo_ev=-4.149
C -1.873 -3.079 -2.670
N -0.467 -1.358 -1.797
H -4.749 2.673 1.294
C 2.985 -3.520 -2.684
C 3.085 -2.275 -1.950
Pt 0.011 0.346 -0.763
C 0.612 -2.106 -2.135
C -0.783 -3.814 -3.078
N -2.572 2.018 0.024
S 3.373 -5.567 -3.794
H -2.881 -3.425 -2.842
C 4.279 -1.719 -1.482
H 5.129 -0.067 -0.413
C 3.002 0.086 -0.559
H -3.213 -0.692 2.057
N 1.811 -5.191 -3.723
C -4.409 0.414 -0.129
Cl 0.682 2.104 0.528
H -1.918 0.490 2.291
H -1.313 2.270 -1.453
H 5.214 -2.230 -1.667
C -1.674 -1.862 -2.026
H -3.421 2.474 2.446
H -0.893 -4.764 -3.583
C -3.388 1.061 0.801
H 2.916 1.016 -0.016
C 1.896 -1.602 -1.692
C 1.724 -4.034 -3.088
H -4.966 1.178 -0.673
H -4.757 1.325 2.447
N 1.864 -0.441 -0.999
C -4.127 1.941 1.806
H -5.116 -0.177 0.452
C -2.558 0.015 1.546
N 3.998 -4.298 -3.026
N -1.745 1.451 -1.029
C 4.230 -0.531 -0.791
H -1.912 -0.562 0.880
C 0.493 -3.330 -2.789
H -1.891 2.461 0.639
H -3.959 -0.262 -0.856
H -2.509 -1.264 -1.699
H -2.375 1.076 -1.734

(2)
9
Properties=species:S:1:pos:R:3 method="wB97M-V/def2-TZVPD" relative_energy_kcal_mol=22.1 smiles="O=CNSC=S" gap_ev=8.661 lumo_ev=-0.491
O 1.791 0.910 0.953
H 0.149 1.220 2.140
C 0.685 0.660 1.386
N -0.116 -0.355 0.855
S -1.226 0.868 -1.665
S 0.286 -1.407 -0.362
H -1.108 -0.334 1.152
C -0.352 -0.508 -1.764
H -0.110 -1.053 -2.696

(3)
8
Properties=species:S:1:pos:R:3 method="wB97M-V/def2-TZVPD" relative_energy_kcal_mol=91.3 gap_ev="8.186 / 7.500" lumo_ev="-0.205 / 0.039"
H -1.263 -0.990 0.549
H 0.630 1.016 1.048
H -2.217 0.684 0.812
P -1.811 -0.186 -0.364
H 0.991 -0.389 -1.464
N 0.437 0.768 -0.022
N 1.422 -0.042 -0.580
H 1.810 -0.860 0.020

(4)
120
Properties=species:S:1:pos:R:3 method="wB97M-V/def2-TZVPD" charge=+1 relative_energy_kcal_mol=230.1 gap_ev="7.280 / 1.474" lumo_ev="-4.187 / -9.992" multiplicity=2
H 0.038 -5.207 3.501
O 3.783 2.595 3.051
H -1.143 4.438 3.358
H 1.890 -5.710 0.579
H -3.416 -0.040 2.915
H -4.751 -2.124 3.620
H 3.243 -0.786 0.787
O 3.814 4.912 1.499
H -5.893 1.262 0.062
H -2.093 0.621 2.427
O 1.708 -4.775 0.370
H 2.517 1.360 -5.106
O 1.126 0.175 -6.320
H -2.196 2.819 -1.683
H 2.653 -4.183 2.503
O 4.194 -1.597 2.816
H -3.664 3.618 -2.757
O 0.838 1.420 4.365
O 4.512 -2.033 -0.034
H 3.403 4.110 1.779
H 4.456 -2.359 2.249
O -0.927 -4.995 3.667
O -1.788 -1.890 0.022
H -1.620 -1.346 3.543
O 2.049 -2.111 -1.230
O -4.559 -2.663 4.278
O 3.765 1.481 -3.185
H 4.303 2.152 -2.643
H -0.739 3.616 2.155
H 0.038 -1.086 6.231
H 0.710 -1.174 -3.147
H 5.719 3.040 0.560
H -0.241 1.068 -5.213
H -0.907 2.306 -5.650
O -1.677 1.075 6.142
O 2.779 -3.735 3.317
H -5.047 -1.379 0.951
O -0.059 0.317 1.856
H -4.737 -2.778 1.298
H -0.338 -0.648 3.810
H -3.678 -3.139 0.249
H 2.360 -2.132 -0.232
H 4.367 5.036 2.273
H 0.888 3.883 -0.467
O -0.192 4.122 -3.690
O 3.365 -0.990 -3.456
H -4.285 4.814 -0.626
O -3.680 -3.590 -0.588
H -3.714 -3.010 3.914
H 5.295 -0.540 -1.141
O -0.773 -1.469 3.967
H -1.893 1.893 5.853
H -4.256 -5.403 0.873
H 2.404 0.125 -0.194
H 3.300 -0.405 -2.591
H -4.923 1.462 -3.461
H 2.099 -2.901 -1.725
O -4.796 -1.881 1.718
O -2.537 -0.209 2.507
O -3.556 3.107 -3.612
O -1.346 -0.372 -2.652
H -0.643 0.635 1.155
H 3.534 -2.050 3.338
O -3.173 -3.214 -3.001
H 2.076 0.247 -6.505
H -0.976 0.252 -3.312
H -3.292 3.935 -0.511
O -1.118 3.471 3.015
H 4.586 3.300 -0.177
H 0.722 3.565 4.453
H 3.827 -1.912 -0.717
H 1.112 0.670 4.921
H -3.854 -3.503 -3.578
O 0.851 -1.142 5.630
O -5.548 0.560 -3.236
H -2.295 -0.171 -2.839
H 4.988 -2.783 -0.389
H 1.456 2.279 -4.323
H 1.609 -1.460 5.953
H -0.282 -4.299 -5.191
H 1.987 -1.121 -4.123
H -2.510 -3.430 -3.611
O 2.406 -0.225 0.737
H 4.970 1.040 -0.860
H -0.895 1.134 6.564
O -0.164 -3.579 -5.783
O -4.270 -4.960 1.706
H -0.751 2.877 -1.318
O -4.137 3.941 -1.024
H 3.705 2.781 4.003
O 2.322 2.265 -4.962
H -4.931 -0.175 -3.293
O -1.596 3.351 -1.205
H 0.868 -4.667 0.031
H -0.277 -2.803 -5.225
H 4.264 1.571 -3.949
H 0.953 1.240 3.388
H -3.356 -3.048 -1.298
H 2.109 -3.035 3.102
O 0.237 3.818 0.253
H -1.749 -1.700 1.012
O 1.013 -1.231 -4.050
H 0.366 3.519 -4.185
H -1.754 -1.133 -0.493
O -0.791 1.837 -4.838
H 0.745 -0.094 1.510
O 4.712 0.142 -1.375
H 3.344 1.801 3.019
O -5.731 0.433 -0.438
H -3.348 -5.066 1.807
H 4.222 -1.013 -3.625
O 0.933 4.335 4.976
H -3.359 3.763 -4.311
H -0.801 3.482 -3.173
H 0.924 -0.471 -5.539
O 5.305 2.675 -0.198
H -6.178 0.572 -1.341
H -0.892 -3.985 3.785
H 1.877 4.089 5.175
H 0.460 4.522 0.802

(5)
83
Properties=species:S:1:pos:R:3 method="wB97M-V/def2-TZVPD" relative_energy_kcal_mol=219.5 smiles="NC(N)=O.NC(N)=O.NC(N)=O.NC(N)=O.NC(N)=O.NC(N)=O.NC(N)=O.CCO.CO.CO.CO" gap_ev=7.945 lumo_ev=0.006
H -3.632 1.774 -0.303
H -0.753 3.490 -0.506
H 3.762 0.749 3.042
H 0.678 1.291 3.876
O 2.689 2.158 2.026
N 3.024 3.030 -0.669
C -0.333 -0.252 -0.316
C 1.860 3.136 -1.123
H -2.864 -0.621 1.275
H -0.898 -4.399 -2.218
H 0.855 3.928 -2.710
H 4.328 -1.050 -1.221
N 2.189 1.200 -3.322
H -1.953 1.432 -0.493
C 3.945 -1.278 -0.189
O 0.346 4.539 3.167
C 3.034 -2.532 0.116
H 1.263 -3.275 4.347
O -0.010 1.055 -3.011
C -0.566 -3.420 -2.100
H 2.342 -2.538 -0.741
H -2.928 -3.807 2.355
N 0.451 -1.919 2.417
N -0.772 2.582 2.497
N 1.342 -0.828 -3.213
O -3.332 -3.528 -0.093
N -2.667 2.157 -0.324
H 0.811 -1.944 5.505
H 3.232 -4.482 -0.169
N 0.791 2.282 3.861
H -3.190 -0.835 -4.236
H 0.561 0.088 -0.778
H -1.228 -0.031 -0.867
H 2.578 -2.503 1.124
H -1.391 4.853 0.463
O -3.627 4.018 0.975
O -0.029 -0.184 3.874
C 3.417 0.948 2.087
N -5.607 -1.599 -2.636
H -1.014 3.157 1.662
H -2.029 -2.112 -2.314
H 2.215 -1.305 -3.550
H -0.317 -1.343 -0.356
H 4.825 -1.197 0.516
C 0.110 3.144 3.226
H -2.420 -2.065 2.718
H 3.865 3.453 -1.037
H 0.489 -3.359 -2.471
H 2.119 2.241 -3.103
H -4.861 -1.406 -4.923
H -3.354 -1.063 -0.401
H -6.347 -1.799 -3.350
O 0.784 2.524 -0.588
C 0.394 -1.473 3.588
N -1.462 3.816 0.158
H 2.691 0.162 1.868
O -1.267 -2.434 -2.851
H 2.544 4.328 -2.776
H -0.556 -3.304 -0.970
C -4.440 -1.141 -2.880
H 3.015 2.556 0.224
H 1.499 2.621 4.502
H 3.085 0.751 -3.095
N -2.620 -2.830 2.016
C 1.143 0.469 -3.219
H -5.691 -1.616 -1.586
H 2.138 2.186 2.780
H 3.279 -0.374 -0.075
O 3.792 -3.723 0.009
O -3.471 -0.847 -1.953
H 0.106 1.044 0.899
H 0.678 -2.839 2.225
C -2.630 3.285 0.332
N -4.261 -0.976 -4.147
H -0.756 1.530 2.385
C -3.011 -2.591 0.791
N 1.806 3.838 -2.237
O -0.336 0.217 0.940
H 0.013 -1.232 1.810
N 0.871 -2.318 4.510
H 0.531 -1.458 -3.046
N -3.151 -1.313 0.577
H 4.274 1.129 1.402

(6)
18
Properties=species:S:1:pos:R:3 method="wB97M-V/def2-TZVPD" charge=+1 relative_energy_kcal_mol=73.5 smiles="C=[N+](C)C1CNC1" gap_ev=7.972 lumo_ev=-4.788
H 0.620 -1.769 -2.225
C 0.789 1.287 0.657
H -0.085 1.930 2.456
N -0.111 1.212 1.808
H -2.004 -0.763 -1.811
H -1.001 -0.834 1.811
H -0.431 -0.395 -2.879
H 1.194 -0.103 -2.243
N -0.314 -0.539 -0.749
H 1.544 -0.758 0.175
C 0.032 -0.304 1.837
C 0.356 -0.735 -2.030
C -1.580 -0.612 -0.779
H 0.536 -0.787 2.613
C 0.604 -0.189 0.384
H -2.291 -0.411 0.130
H 1.800 1.741 0.824
H 0.339 2.031 0.020

(7)
77
Properties=species:S:1:pos:R:3 method="wB97M-V/def2-TZVPD" charge=+1 gap_ev="6.058 / 5.821" lumo_ev="-4.787 / -5.024" multiplicity=3
C -1.834 -1.150 2.770
H 0.248 3.376 -1.740
C -1.737 -0.406 -6.203
H 1.155 -1.848 -7.318
C -1.189 2.122 -2.800
P -2.015 0.778 -1.855
H 2.260 -2.645 -1.143
H -4.224 1.948 -2.138
H -1.280 -1.100 -8.159
H -2.547 -2.036 -0.035
H -1.466 -3.141 -0.911
C -3.742 1.193 -1.482
H -1.279 2.837 -6.907
F -2.490 2.079 2.528
H -1.267 -1.249 -2.635
H 0.667 3.094 -3.418
H -1.280 1.865 -3.872
F -0.432 4.282 0.000
H 2.135 2.969 -0.298
C -2.187 -0.659 -2.931
H 0.569 -0.380 4.296
Au 0.216 -0.879 -4.308
O -1.162 0.396 -0.666
H 3.329 1.141 -3.730
H -1.642 -1.440 3.815
C 3.117 1.814 -2.888
C 1.229 -0.366 -5.893
C 1.333 -3.076 -0.734
C 0.654 2.053 -6.441
H 1.545 -4.070 -0.307
C 0.793 -2.268 0.379
H 0.627 -3.189 -1.574
C -1.667 0.962 -6.112
C 1.528 -1.374 1.227
H -0.774 1.503 -7.988
P 1.541 1.359 -2.053
C 0.657 -0.892 2.231
H -2.138 -3.619 0.661
H 2.077 -0.005 3.504
H -2.210 -0.425 -4.000
H 1.320 2.164 -7.319
H -2.409 1.470 -5.480
H 3.948 1.704 -2.177
C 0.588 -0.908 -7.164
C -0.625 -1.425 1.974
C -1.734 -2.769 0.083
F -1.689 4.433 2.228
Te -1.407 2.971 1.118
H 1.901 1.454 -4.838
H -1.817 3.023 -2.773
H 3.397 -1.375 0.167
H 2.046 -1.094 -5.554
H -4.384 0.295 -1.599
H -3.074 -1.219 -2.634
H -2.118 -0.074 2.760
H 3.194 -0.036 1.320
C 2.981 -1.104 1.145
C 1.001 -0.018 3.366
H 0.687 3.008 -5.876
H -1.039 -2.299 -6.842
H -3.801 1.555 -0.447
F -3.059 3.564 0.245
H 0.809 -0.144 -7.922
C -0.804 1.844 -6.941
C -0.576 -2.136 0.736
F 0.166 2.916 2.305
C 0.260 2.605 -2.520
H 3.046 1.400 -0.173
H 1.286 1.473 0.365
H 3.105 2.848 -3.250
H -2.671 -1.777 2.435
H -2.584 -0.940 -5.749
H 0.634 0.989 3.183
C 2.043 1.865 -0.361
H 3.548 -1.688 1.892
C 1.244 0.991 -5.585
C -0.913 -1.242 -7.126

(8)
57
Properties=species:S:1:pos:R:3 method="wB97M-V/def2-TZVPD" gap_ev=6.778 lumo_ev=0.122
H -10.722 1.723 1.546
H -1.069 1.493 -2.867
H -0.210 -8.171 0.252
H 1.809 -7.057 -0.809
H -1.918 -6.538 -0.468
H -7.292 0.460 -2.305
H 0.940 -0.584 -2.411
C -9.751 -0.046 0.825
N 0.060 -0.125 -2.193
O -9.609 -0.602 1.869
C 0.823 -6.597 -0.808
Se 2.748 -0.026 -0.267
H 1.241 4.257 -0.237
H -11.053 1.321 -0.173
H -7.401 -1.890 1.267
C -2.103 -0.189 -0.043
C -5.402 0.148 -1.333
C -7.492 -0.720 -0.529
C -0.008 -7.107 0.360
S -9.262 -0.862 -0.766
C -5.473 -1.152 0.689
H -1.884 -6.589 1.297
H 1.834 -4.712 -0.974
C -4.734 -0.427 -0.249
C 0.141 -4.364 0.007
Te 3.367 -0.628 2.086
Se 1.900 1.016 3.270
H 0.516 2.576 1.194
H 2.138 2.765 -0.541
S 0.564 -2.762 0.296
H -4.838 0.716 -2.062
H -1.595 -4.271 0.984
H 0.545 -6.945 1.287
H -0.676 -0.793 -2.394
C -6.772 0.009 -1.470
H 1.291 2.412 -3.939
C 1.159 3.236 -0.618
C -6.841 -1.314 0.545
N -0.996 -4.896 0.474
C 1.029 2.063 -2.939
C -10.305 1.329 0.619
H -9.484 1.968 0.288
C 0.723 3.302 -2.079
H -0.127 0.697 -4.130
Sc 0.037 0.045 0.258
Se -0.266 0.191 2.941
C -1.308 -6.318 0.414
H 1.250 4.149 -2.520
N 0.219 2.463 0.225
N 0.977 -5.153 -0.685
H 0.334 -6.846 -1.755
H -0.692 2.909 0.174
H -0.345 3.538 -2.131
H -4.960 -1.595 1.533
C -0.102 1.039 -3.092
H 1.914 1.556 -2.542
C -3.316 -0.292 -0.119

(9)
35
Properties=species:S:1:pos:R:3 method="wB97M-V/def2-TZVPD" relative_energy_kcal_mol=0.0 smiles="N[C@@H](CCC(=O)O)C(=O)N1C[C@@H](O)C[C@H]1B(O)O" gap_ev=9.795 lumo_ev=0.525
N -1.027 0.161 -0.035
C -1.309 1.621 -0.086
O -0.436 -1.473 -3.348
H -1.730 -0.133 3.493
C 2.358 0.454 1.265
H 1.535 -1.244 2.114
C -0.014 0.169 2.275
C -0.648 -0.547 1.096
H -0.592 2.176 0.501
H 0.703 1.618 -1.690
H 0.167 -2.223 -3.547
H 1.859 -0.024 3.345
C 2.261 -0.269 -0.037
H 3.423 0.405 1.552
H 2.117 1.521 1.176
N -0.696 -0.177 3.569
C -1.437 -0.437 -1.305
O 0.097 2.356 -1.930
O 0.101 -2.571 -1.259
O 1.842 0.300 -1.022
O -0.755 -1.751 1.212
C 1.475 -0.193 2.331
H -0.252 -2.459 -0.375
H -2.674 0.747 -2.696
O 2.708 -1.554 -0.049
C -1.646 0.725 -2.296
H -2.378 -0.948 -1.121
H -1.916 2.819 -1.802
H -0.063 1.243 2.154
B -0.551 -1.551 -1.950
H -2.341 1.796 0.308
H -0.945 0.538 -3.117
H -0.513 -1.129 3.765
C -1.202 1.996 -1.575
H 2.480 -1.958 -0.914

| no. | E (eV) |
| --- | --- |
| 1 | -52425.98368 |
| 2 | -27329.81702 |
| 3 | -12345.87947 |
| 4 | -83183.45411 |
| 5 | -56571.27388 |
| 6 | -8333.93051 |
| 7 | -70774.86431 |
| 8 | -272818.37348 |
| 9 | -25554.14290 |